{
  "formula": "C30H25FIrN3O8S3",
  "method": "ωB97M-V with the def2-TZVPD basis set",
  "e_homo_ev": [0.07, -2.19],
  "orbital_gap_ev": [3.6, 5.8],
  "total_charge": -2,
  "energy_ev": -90429.0916,
  "lumo_energy_ev": [3.656, 3.645],
  "spin_multiplicity": 5,
  "de_lowest_ev": 0.000,
  "species": ["Ir", "C", "C", "N", "N", "C", "S", "S", "C", "C", "C", "C", "C", "C", "C", "C", "C", "C", "C", "C", "C", "O", "H", "H", "H", "H", "H", "H", "H", "H", "H", "H", "H", "H", "H", "H", "C", "C", "C", "C", "C", "C", "C", "F", "C", "C", "C", "O", "C", "C", "N", "C", "C", "O", "O", "H", "H", "H", "H", "H", "H", "H", "H", "H", "H", "H", "O", "S", "O", "O", "O"],
  "positions_angstrom": [[-0.25, 1.02, -1.52], [-0.33, -1.84, -4.80], [0.20, -1.09, -3.62], [-0.70, -0.08, -3.10], [-1.79, 0.03, -3.77], [-2.71, 0.92, -3.39], [-2.59, 2.02, -2.11], [-4.20, 0.84, -4.35], [-4.64, -0.91, -4.09], [-5.08, -1.22, -2.68], [-4.14, -1.43, -1.68], [-4.53, -1.66, -0.37], [-5.89, -1.68, -0.05], [-6.83, -1.48, -1.04], [-6.43, -1.24, -2.35], [1.52, -1.27, -3.15], [2.46, -1.87, -4.05], [3.75, -2.20, -3.70], [4.20, -1.94, -2.39], [3.35, -1.35, -1.49], [2.00, -1.01, -1.80], [1.27, -0.54, -0.85], [-1.36, -2.14, -4.62], [0.26, -2.74, -4.97], [-0.35, -1.24, -5.72], [-3.77, -1.51, -4.37], [-5.45, -1.12, -4.79], [-3.08, -1.40, -1.90], [-3.77, -1.79, 0.39], [-6.20, -1.85, 0.97], [-7.89, -1.49, -0.80], [-7.17, -1.06, -3.12], [2.16, -2.03, -5.07], [4.42, -2.62, -4.44], [5.22, -2.17, -2.11], [3.67, -1.11, -0.49], [0.36, -1.18, 5.54], [1.53, -0.38, 4.98], [2.01, 0.63, 6.01], [3.21, 1.39, 5.49], [2.89, 2.01, 4.16], [3.56, 3.13, 3.71], [3.26, 3.69, 2.48], [3.97, 4.78, 2.10], [2.31, 3.17, 1.65], [1.60, 2.04, 2.10], [0.58, 1.47, 1.21], [0.32, 2.11, 0.18], [-0.04, 0.26, 1.65], [0.29, -0.23, 2.87], [1.19, 0.31, 3.73], [1.89, 1.45, 3.34], [-1.13, -0.51, 0.91], [-1.72, -1.38, 1.55], [-1.40, -0.21, -0.29], [0.62, -1.54, 6.53], [0.11, -2.05, 4.93], [-0.53, -0.56, 5.62], [2.36, -1.07, 4.77], [2.25, 0.10, 6.94], [1.19, 1.32, 6.23], [4.06, 0.70, 5.39], [3.52, 2.17, 6.19], [4.33, 3.59, 4.33], [2.11, 3.56, 0.66], [-0.23, -1.12, 3.19], [2.82, 3.25, -3.36], [2.13, 2.97, -2.12], [2.83, 2.05, -1.23], [0.79, 2.20, -2.63], [1.64, 4.16, -1.43]]
}

{
  "formula": "C2H45F5NO24S",
  "method": "ωB97M-V with the def2-TZVPD basis set",
  "e_homo_ev": -5.54,
  "orbital_gap_ev": 7.0,
  "total_charge": -1,
  "energy_ev": -77859.3541,
  "lumo_energy_ev": 1.451,
  "species": ["N", "S", "O", "O", "C", "F", "F", "C", "F", "F", "F", "H", "O", "H", "H", "O", "H", "H", "O", "H", "H", "O", "H", "H", "O", "H", "H", "O", "H", "H", "O", "H", "H", "O", "H", "H", "O", "H", "H", "O", "H", "H", "O", "H", "H", "O", "H", "H", "O", "H", "H", "O", "H", "H", "O", "H", "H", "O", "H", "H", "O", "H", "H", "O", "H", "H", "O", "H", "H", "O", "H", "H", "O", "H", "H", "O", "H", "H"],
  "positions_angstrom": [[-1.29, 3.36, -0.66], [-1.60, 1.99, -1.31], [-0.81, 1.69, -2.48], [-3.02, 1.93, -1.66], [-1.21, 0.62, -0.11], [-2.14, 0.50, 0.83], [-1.17, -0.54, -0.78], [0.22, 0.79, 0.52], [1.02, 1.56, -0.20], [0.81, -0.43, 0.50], [0.15, 1.24, 1.76], [-1.33, 3.25, 0.35], [-2.27, -3.25, -1.77], [-1.91, -2.42, -1.44], [-1.92, -3.31, -2.66], [-3.56, 4.95, 0.46], [-4.18, 5.10, -0.27], [-3.78, 5.64, 1.10], [-3.65, -0.96, -2.17], [-4.58, -1.11, -2.35], [-3.60, -0.02, -1.94], [-5.85, -1.88, -0.63], [-4.91, -2.03, -0.51], [-6.22, -2.77, -0.69], [1.16, 4.21, 0.85], [1.03, 3.46, 0.28], [2.06, 4.51, 0.71], [-0.45, -5.01, -3.60], [-0.92, -5.59, -2.99], [-0.31, -5.54, -4.39], [4.07, 5.21, 1.49], [4.93, 4.85, 1.73], [3.57, 5.18, 2.31], [1.03, -3.02, -0.89], [0.10, -3.08, -1.11], [1.12, -2.15, -0.49], [1.50, -0.18, -2.82], [0.87, -0.10, -3.55], [1.25, 0.55, -2.25], [2.52, 1.44, 3.58], [1.71, 1.26, 3.09], [2.38, 1.02, 4.43], [5.61, 3.08, 3.08], [4.83, 2.58, 3.38], [6.36, 2.58, 3.43], [2.30, 7.90, 2.68], [2.20, 7.14, 2.09], [3.22, 8.18, 2.54], [2.23, 2.70, 6.23], [2.62, 3.47, 6.66], [2.52, 2.76, 5.32], [7.84, 1.28, 3.21], [7.76, 0.52, 2.62], [8.75, 1.57, 3.10], [3.01, -5.10, 0.18], [2.42, -4.78, -0.51], [2.87, -4.47, 0.89], [-5.78, 3.47, -0.65], [-6.16, 2.75, -0.13], [-5.60, 3.08, -1.51], [-6.92, -4.86, -0.50], [-7.32, -5.52, 0.06], [-6.75, -5.32, -1.33], [-4.59, -6.48, -1.63], [-4.26, -5.67, -1.23], [-4.26, -6.46, -2.54], [1.32, -6.58, -2.80], [1.61, -6.46, -1.89], [1.15, -5.68, -3.11], [10.64, 0.81, 2.63], [10.91, 0.31, 3.41], [11.26, 0.55, 1.95], [-2.48, 6.07, -1.80], [-1.65, 6.25, -2.25], [-2.38, 5.14, -1.51], [-4.47, -8.42, -3.52], [-4.99, -9.12, -3.93], [-4.89, -8.28, -2.66]]
}

{
  "formula": "CHF2NO3",
  "method": "ωB97M-V with the def2-TZVPD basis set",
  "e_homo_ev": [-10.79, -11.82],
  "orbital_gap_ev": [8.2, 9.5],
  "total_charge": 0,
  "energy_ev": -14114.3374,
  "lumo_energy_ev": [-2.617, -2.342],
  "de_lowest_ev": 3.909,
  "species": ["C", "N", "O", "O", "O", "F", "F", "H"],
  "positions_angstrom": [[2.48, 0.13, 0.01], [1.23, -0.38, -0.61], [1.40, -1.12, -1.50], [0.15, 0.50, -0.59], [3.51, -0.10, -0.50], [0.25, -1.72, 0.53], [2.25, 0.79, 1.15], [-0.64, 0.22, -0.96]]
}

{
  "formula": "C4H7F2N",
  "method": "ωB97M-V with the def2-TZVPD basis set",
  "e_homo_ev": [-8.37, -8.22],
  "orbital_gap_ev": [8.8, 8.7],
  "total_charge": 0,
  "energy_ev": -11181.4019,
  "lumo_energy_ev": [0.425, 0.465],
  "de_lowest_ev": 4.497,
  "species": ["C", "C", "C", "C", "N", "F", "F", "H", "H", "H", "H", "H", "H", "H"],
  "positions_angstrom": [[1.24, -2.04, 0.91], [-0.04, -2.01, 0.57], [-0.45, 2.06, 0.28], [-0.58, 0.00, -1.04], [0.12, 1.21, -0.83], [-0.26, -0.59, -2.38], [-1.93, 0.10, -0.96], [1.70, -2.77, 1.47], [2.04, -1.33, 0.51], [-1.06, -2.49, 0.60], [-1.54, 1.94, 0.16], [-0.18, 1.76, 1.25], [-0.15, 3.10, 0.18], [1.10, 1.07, -0.72]]
}

{
  "formula": "C13H43NO9",
  "method": "ωB97M-V with the def2-TZVPD basis set",
  "e_homo_ev": -9.15,
  "orbital_gap_ev": 9.8,
  "total_charge": 0,
  "energy_ev": -34084.3541,
  "lumo_energy_ev": 0.640,
  "smiles": "COCCNCCOC.CO.CO.CO.CO.CO.CO.CO",
  "de_lowest_ev": 9.560,
  "species": ["C", "O", "C", "C", "N", "C", "C", "O", "C", "H", "H", "H", "H", "H", "H", "H", "H", "H", "H", "H", "H", "H", "H", "H", "C", "O", "H", "H", "H", "H", "C", "O", "H", "H", "H", "H", "C", "O", "H", "H", "H", "H", "C", "O", "H", "H", "H", "H", "C", "O", "H", "H", "H", "H", "C", "O", "H", "H", "H", "H", "C", "O", "H", "H", "H", "H"],
  "positions_angstrom": [[1.92, -5.04, -1.83], [1.46, -3.78, -2.34], [2.05, -2.62, -1.84], [1.82, -1.59, -2.86], [2.24, -0.27, -2.36], [1.96, 0.85, -3.29], [2.23, 2.23, -2.99], [1.89, 3.14, -3.94], [2.50, 4.39, -3.59], [1.43, -5.38, -0.88], [2.99, -5.27, -1.82], [1.68, -5.85, -2.56], [3.06, -2.76, -1.49], [1.37, -2.61, -0.97], [0.76, -1.39, -3.15], [2.41, -1.86, -3.77], [3.28, -0.26, -2.17], [0.83, 0.85, -3.64], [2.53, 0.78, -4.10], [3.43, 2.05, -2.79], [1.64, 2.50, -2.05], [2.16, 5.15, -4.16], [3.64, 4.19, -3.65], [2.28, 4.75, -2.63], [-2.57, 0.19, -3.29], [-2.14, -0.90, -2.41], [-1.96, 0.01, -4.14], [-2.04, 0.98, -3.04], [-3.53, 0.17, -3.71], [-1.36, -0.45, -1.94], [-2.19, 3.66, 2.70], [-1.22, 4.58, 3.21], [-3.11, 4.31, 2.53], [-2.14, 2.78, 3.43], [-1.73, 3.21, 1.80], [-1.31, 5.39, 2.72], [0.17, 0.78, 0.34], [-0.06, 0.08, -0.88], [-0.50, 1.68, 0.44], [1.20, 1.28, 0.57], [-0.18, 0.20, 1.26], [0.75, 0.07, -1.28], [0.57, 1.36, 4.24], [0.51, 2.35, 3.14], [1.57, 1.59, 4.80], [0.59, 0.33, 3.86], [-0.27, 1.42, 5.07], [-0.01, 3.10, 3.36], [-1.87, -0.34, 3.16], [-3.23, -0.51, 3.31], [-1.24, -0.13, 4.06], [-1.39, 0.52, 2.63], [-1.49, -1.24, 2.48], [-3.50, -1.33, 2.89], [-3.37, -2.25, 0.80], [-4.32, -1.85, 1.71], [-2.28, -1.90, 0.95], [-3.71, -1.67, 0.00], [-3.36, -3.45, 0.62], [-4.94, -2.46, 2.08], [0.73, -1.98, 2.70], [1.09, -3.28, 3.32], [-0.07, -2.16, 1.99], [1.55, -1.74, 2.06], [0.42, -1.17, 3.46], [0.34, -3.45, 3.91]]
}

{
  "formula": "C2H4CdO3",
  "method": "ωB97M-V with the def2-TZVPD basis set",
  "e_homo_ev": [-15.16, -15.26],
  "orbital_gap_ev": [9.3, 7.7],
  "total_charge": 1,
  "energy_ev": -12833.2759,
  "lumo_energy_ev": [-5.856, -7.553],
  "spin_multiplicity": 2,
  "species": ["O", "C", "C", "O", "H", "H", "Cd", "O", "H", "H"],
  "positions_angstrom": [[-0.12, -1.53, 0.60], [-1.02, -0.91, 0.00], [-0.91, 0.58, -0.01], [-0.29, 0.92, 1.13], [-1.94, -1.40, -0.34], [-1.90, 1.09, -0.09], [1.43, -0.33, 1.18], [2.00, 0.51, -0.44], [2.61, 0.10, -1.06], [0.14, 0.97, -0.97]]
}